# C6H10IO2PS

A cluster of 2 separate species, C6H10IO2PS in total (wB97M-V/def2-TZVPD, OMol25).

ORCA input file:
```
! wB97M-V def2-TZVPD RIJCOSX def2/J DEFGRID3
* xyz 0 1
O 1.4377 -4.5993 -2.4321
C 1.0236 -3.7184 -1.7421
C -0.0467 -3.7912 -0.6672
C -0.4041 -2.3247 -0.4453
C 0.9047 -1.6286 -0.8024
O 1.5069 -2.4516 -1.8121
H 0.3938 -4.2499 0.2198
H -0.8810 -4.3971 -1.0091
H -0.7497 -2.0926 0.5601
H -1.1831 -2.0247 -1.1474
H 1.5880 -1.5730 0.0495
H 0.7585 -0.6298 -1.2060
C -1.7427 4.1963 1.7870
C -0.4441 4.5520 1.7116
P 0.8631 3.7331 0.7626
S 0.1203 1.7524 0.6837
I 0.3014 4.5472 -1.4875
H -2.0552 3.1965 2.0767
H -2.5436 4.9043 1.5905
H -0.1007 5.4462 2.2319
H 1.2528 1.1528 1.0777
*
```

Summary:
structure (SMILES)	O=C1CCCO1.C=CP(S)I
frontier orbital gap	7.999	eV
LUMO level	-0.9	eV
total energy	-1422.2985	Ha